1.
Here is a molecular structure, C25H47LaN8O3S2Se in a non-equilibrium geometry from the OMol25 dataset. Energies are from the ωB97M-V functional and the def2-TZVPD basis.

Results
- Highest occupied orbital energy (alpha / beta): -4.44 / -3.14 eV
- Energy: -132622.0665 eV
- Net charge: 0
- Frontier orbital gap (alpha / beta): 0.15942 / 0.11182 hartree
- 2S+1: 1

Each line ends with the Löwdin charge.
Element x y z (Å)
La 1.16 2.22 0.18  1.50
C 3.70 2.92 -2.85  -0.23
S 2.80 4.34 -2.26  0.94
C 1.79 4.83 -3.57  -0.27
O 1.61 3.75 -1.38  -0.80
H 3.01 2.17 -3.23  0.04
H 4.28 2.54 -2.02  0.05
H 4.38 3.24 -3.65  0.07
H 2.42 5.26 -4.38  0.08
H 1.10 5.54 -3.17  0.06
H 1.19 3.96 -3.86  0.07
C -6.62 -3.83 1.05  -0.12
C -5.16 -3.45 1.36  -0.29
C -4.61 -2.26 0.60  -0.21
C -4.35 -2.57 -0.89  -0.25
N -3.12 -3.29 -1.12  -0.01
C -2.54 -3.45 -2.33  -0.92
S -3.20 -2.82 -3.71  0.61
N -1.41 -4.18 -2.36  0.00
C -0.96 -5.09 -1.29  -0.20
C -0.15 -6.23 -1.82  -0.20
C 1.25 -5.92 -2.33  -0.27
C 2.19 -5.31 -1.28  -0.10
H -6.99 -4.55 1.78  0.06
H -6.77 -4.30 0.04  0.08
H -7.26 -2.96 1.18  0.07
H -4.58 -4.39 1.13  0.11
H -5.03 -3.32 2.45  0.11
H -3.72 -1.88 1.09  0.09
H -5.37 -1.40 0.71  0.14
H -4.33 -1.64 -1.54  0.10
H -5.19 -3.15 -1.25  0.10
H -2.70 -3.80 -0.35  0.11
H -0.93 -4.10 -3.22  0.10
H -1.82 -5.48 -0.77  0.11
H -0.41 -4.50 -0.53  0.12
H -0.74 -6.78 -2.55  0.12
H 0.01 -6.93 -0.97  0.12
H 1.14 -5.27 -3.14  0.08
H 1.76 -6.77 -2.73  0.10
H 1.81 -4.35 -0.89  0.06
H 3.17 -5.11 -1.79  0.09
H 2.27 -6.02 -0.44  0.08
C 0.53 0.48 -3.23  -0.09
O 1.54 -0.33 -2.53  -0.23
C 1.84 0.23 -1.33  -0.46
C 2.87 -0.59 -0.66  -0.18
H 1.01 1.40 -3.55  0.05
H -0.36 0.72 -2.65  0.04
H 0.25 -0.19 -4.07  0.09
H 3.25 -1.32 -1.35  0.06
H 2.46 -1.05 0.26  0.05
H 3.68 0.06 -0.32  0.02
C 0.27 -1.75 2.86  -0.03
C 0.05 -0.26 2.61  -0.46
C -1.33 0.23 2.99  -0.03
O 0.86 0.51 2.06  -0.19
H -0.12 -2.05 3.83  0.06
H 1.37 -2.10 2.82  0.10
H -0.28 -2.38 2.13  0.08
H -1.59 -0.29 3.93  0.08
H -2.16 0.00 2.31  0.07
H -1.26 1.35 3.16  0.06
Se 0.16 3.98 2.56  0.44
C -0.39 5.50 1.61  -0.77
C 0.40 6.57 1.23  -0.14
C -0.21 7.70 0.67  -0.18
N -1.52 7.77 0.48  0.02
C -2.24 6.70 0.76  -0.20
C -1.76 5.50 1.25  -0.15
H 1.52 6.58 1.35  0.11
H 0.42 8.57 0.35  0.11
H -3.32 6.76 0.59  0.10
H -2.43 4.57 1.37  0.12
N 4.14 2.88 4.59  0.20
C 5.20 3.07 3.78  -0.53
N 6.42 3.16 4.29  0.18
N 5.15 3.21 2.51  0.13
C 4.23 2.69 1.79  -0.28
N 3.45 2.21 1.03  0.00
H 4.27 2.56 5.54  0.12
H 3.28 2.50 4.15  0.13
H 6.53 3.23 5.32  0.13
H 7.17 3.57 3.78  0.11
N -2.29 0.88 -0.78  -0.02
C -1.40 1.59 -0.48  -0.27
H -2.69 -0.08 -0.87  0.06



2.
Here is a molecular structure, C50H28CuF3N11O2S2 in a non-equilibrium geometry from the OMol25 dataset. Energies are from the ωB97M-V functional and the def2-TZVPD basis.

Results
- Highest occupied orbital energy (alpha / beta): -1.49 / -1.50 eV
- Energy: -147256.4742 eV
- Net charge: -2
- Frontier orbital gap (alpha / beta): 0.17556 / 0.17624 hartree
- 2S+1: 2

Each line ends with the Mulliken spin population.
Element x y z (Å)
Cu 0.15 0.68 -0.43  0.68
C -3.69 -1.20 4.27  0.00
C -4.54 -0.21 3.77  0.00
C -4.26 0.44 2.58  0.00
C -3.09 0.09 1.93  0.00
C -2.43 0.64 0.76  0.00
N -1.22 0.05 0.62  0.11
C -1.12 -0.97 1.50  -0.02
N -0.23 -1.92 1.59  0.02
C 0.85 -1.94 0.82  -0.02
C 1.92 -2.90 0.97  0.00
C 2.05 -4.05 1.73  -0.01
C 3.27 -4.71 1.71  0.00
C 4.33 -4.22 0.95  0.00
C 4.21 -3.07 0.19  0.00
C 3.00 -2.39 0.21  0.00
C 2.52 -1.18 -0.40  -0.01
N 3.27 -0.33 -1.07  0.00
C 2.78 0.79 -1.56  0.01
N 1.49 1.22 -1.61  0.09
C 1.42 2.35 -2.36  0.02
N 0.38 3.01 -2.81  -0.01
C -0.83 2.72 -2.38  0.00
N -1.13 1.96 -1.31  0.05
C -2.45 2.02 -1.06  -0.01
N -3.04 1.51 0.00  0.01
C -3.09 2.84 -2.07  0.00
C -4.40 3.20 -2.32  -0.01
C -4.66 4.01 -3.40  0.00
C -3.63 4.47 -4.23  0.00
C -2.31 4.12 -3.99  0.00
C -2.05 3.30 -2.90  0.00
C 2.76 2.73 -2.76  0.01
C 3.24 3.81 -3.48  0.00
C 4.61 3.91 -3.65  0.00
C 5.47 2.94 -3.14  0.00
C 4.99 1.84 -2.45  0.00
C 3.62 1.74 -2.24  0.00
N 1.22 -1.00 -0.05  0.06
C -2.25 -0.91 2.42  -0.01
C -2.55 -1.58 3.59  0.00
H -3.94 -1.67 5.22  0.00
H -5.42 0.06 4.34  0.00
H -4.90 1.20 2.17  0.00
H 1.22 -4.41 2.31  0.00
H 3.41 -5.61 2.29  0.00
H 5.27 -4.76 0.96  0.00
H 5.04 -2.69 -0.39  0.00
H -5.20 2.83 -1.69  0.00
H -5.68 4.30 -3.63  0.00
H -3.87 5.09 -5.08  0.00
H -1.51 4.46 -4.63  0.00
H 2.55 4.54 -3.88  0.00
H 5.03 4.76 -4.19  0.00
H 6.53 3.05 -3.30  0.00
H 5.65 1.07 -2.06  0.00
H -1.88 -2.35 3.97  0.00
N -1.96 -7.68 -1.05  0.00
C -2.48 -6.39 -1.06  0.00
C -2.98 -5.84 -2.24  0.00
C -3.54 -4.58 -2.24  0.00
C -3.62 -3.86 -1.07  0.00
C -3.14 -4.39 0.12  0.00
C -2.58 -5.65 0.12  0.00
S -4.12 -2.13 -1.13  0.00
O -4.80 -1.84 0.11  0.00
O -4.91 -1.97 -2.34  0.00
N -2.69 -1.44 -1.15  0.00
C -2.10 -1.04 -2.23  0.00
S -2.95 -0.90 -3.81  0.00
C -1.45 -0.34 -4.50  0.00
C -0.48 -0.31 -3.56  0.00
N -0.84 -0.69 -2.31  0.00
H -1.57 -7.96 -1.94  0.00
H -1.31 -7.85 -0.29  0.00
H -2.90 -6.41 -3.16  0.00
H -3.91 -4.12 -3.15  0.00
H -3.20 -3.79 1.01  0.00
H -2.19 -6.08 1.04  0.00
H -1.39 -0.06 -5.54  0.00
H 0.55 -0.02 -3.73  0.00
F 4.47 5.40 6.77  0.00
C 4.72 4.10 6.48  0.00
F 6.05 4.04 6.27  0.00
F 4.52 3.45 7.66  0.00
C 3.91 3.57 5.36  0.00
C 4.52 3.03 4.23  0.00
C 3.75 2.55 3.20  0.00
C 2.35 2.60 3.26  0.00
C 1.75 3.12 4.42  0.00
C 2.51 3.59 5.45  0.00
C 1.58 2.15 2.16  0.00
C 0.95 1.80 1.18  0.03
H 5.60 2.99 4.17  0.00
H 4.22 2.13 2.32  0.00
H 0.67 3.14 4.48  0.00
H 2.05 4.00 6.34  0.00



3.
Here is C7H6F3N3 in the gas phase in a non-equilibrium geometry from the OMol25 dataset. Energies are from the ωB97M-V functional and the def2-TZVPD basis.

Results
- Highest occupied orbital energy: -9.42 eV
- Energy: -19974.4242 eV
- Net charge: 0
- Frontier orbital gap: 0.36953 hartree
- 2S+1: 1
- SMILES: FC(F)(F)[C@@]12C=C[C@H]3N=NN[C@]31C2

Each line ends with the natural charge from an NBO analysis.
Element x y z (Å)
F -1.67 -0.44 -2.02  -0.33
C -0.67 -1.31 -1.62  1.01
F 0.06 -1.63 -2.80  -0.33
F -1.32 -2.45 -1.23  -0.33
C 0.05 -0.77 -0.43  -0.22
C 1.42 -0.47 -0.58  -0.21
C 1.81 0.47 0.22  -0.16
C 0.69 1.02 1.07  -0.15
N 0.39 2.36 1.15  -0.22
N -0.72 2.64 0.68  0.06
N -1.38 1.60 0.22  -0.41
C -0.62 0.33 0.44  0.10
C -0.51 -1.03 0.96  -0.35
H 1.97 -0.71 -1.45  0.24
H 2.91 0.75 0.33  0.23
H 1.03 0.67 2.04  0.22
H -2.32 1.79 0.16  0.40
H -1.32 -1.63 1.17  0.24
H 0.21 -1.18 1.68  0.21



4.
Here is a molecular structure, C41H46B2N4O7V in a non-equilibrium geometry from the OMol25 dataset. Energies are from the ωB97M-V functional and the def2-TZVPD basis.

Results
- Highest occupied orbital energy (alpha / beta): -5.08 / -5.05 eV
- Energy: -90601.7822 eV
- Net charge: 0
- Frontier orbital gap (alpha / beta): 0.20279 / 0.20171 hartree
- 2S+1: 2

Each line ends with the Mulliken spin population.
Element x y z (Å)
V -0.85 0.15 0.22  0.88
C -0.40 4.54 -0.29  0.00
O -1.63 4.20 0.39  0.01
C -1.57 2.86 0.59  0.09
N -0.60 2.22 0.00  0.04
C 0.12 3.20 -0.83  0.01
C 1.62 3.00 -0.80  -0.01
C 2.14 1.72 -0.91  -0.01
C 3.51 1.51 -0.94  0.01
C 4.39 2.59 -0.85  0.00
C 3.88 3.87 -0.76  0.00
C 2.50 4.08 -0.74  0.00
C -2.49 2.17 1.43  0.02
C -3.55 2.67 2.20  0.03
C -4.26 1.85 3.03  -0.01
C -3.88 0.47 3.12  0.05
C -2.86 0.02 2.35  -0.04
N -2.19 0.81 1.47  -0.04
C -2.32 -1.35 2.29  -0.03
N -1.39 -1.66 1.47  -0.03
C -1.13 -3.11 1.64  0.01
C -1.99 -3.46 2.87  0.00
O -2.81 -2.29 3.10  0.00
C 0.31 -3.53 1.76  -0.02
C 0.63 -4.69 2.47  0.00
C 1.93 -5.16 2.53  0.00
C 2.95 -4.48 1.88  0.00
C 2.64 -3.34 1.15  0.00
C 1.33 -2.87 1.09  0.00
H -0.65 5.26 -1.06  0.00
H 0.28 4.99 0.44  0.00
H -0.20 3.08 -1.88  0.00
H 1.50 0.86 -1.02  0.01
H 3.89 0.50 -1.04  0.00
H 5.46 2.43 -0.87  0.00
H 4.54 4.72 -0.71  0.00
H 2.12 5.09 -0.68  0.00
H -3.79 3.73 2.12  0.00
H -5.08 2.23 3.62  0.00
H -4.39 -0.20 3.79  0.00
H -1.53 -3.61 0.75  0.00
H -2.67 -4.30 2.71  0.00
H -1.40 -3.64 3.77  0.00
H -0.15 -5.25 2.98  0.00
H 2.15 -6.06 3.09  0.00
H 3.97 -4.85 1.92  0.00
H 3.41 -2.81 0.61  0.00
H 1.11 -2.00 0.50  -0.01
O 0.89 0.06 1.60  0.04
C 1.46 0.93 2.28  0.01
C 0.67 1.95 3.06  0.01
C 1.25 3.36 3.06  0.00
C 2.30 3.59 4.14  0.00
C 3.27 2.41 4.28  0.00
C 3.74 1.86 2.94  0.00
N 2.80 0.93 2.31  0.00
H 0.55 1.57 4.08  0.00
H -0.33 1.94 2.62  0.00
H 0.43 4.08 3.19  0.00
H 1.68 3.57 2.07  0.00
H 1.81 3.75 5.10  0.00
H 2.86 4.50 3.92  0.00
H 2.81 1.59 4.84  0.00
H 4.15 2.72 4.85  0.00
H 4.66 1.30 3.07  0.00
H 3.96 2.68 2.25  0.00
H 3.19 0.22 1.71  0.00
C 0.08 -4.52 -1.69  0.00
C -0.44 -3.38 -2.55  0.00
C -1.20 -3.95 -3.74  0.00
O -1.38 -2.63 -1.74  0.01
B -0.84 -1.41 -1.40  0.01
O 0.46 -1.30 -1.92  0.00
C 0.64 -2.32 -2.93  -0.01
C 0.40 -1.64 -4.27  0.00
C 2.07 -2.82 -2.85  0.00
H -0.76 -5.12 -1.36  0.00
H 0.61 -4.16 -0.81  0.00
H 0.76 -5.17 -2.25  0.00
H -1.90 -4.71 -3.40  0.00
H -0.52 -4.41 -4.45  0.00
H -1.77 -3.17 -4.25  0.00
H -0.60 -1.21 -4.33  0.00
H 0.53 -2.33 -5.11  0.00
H 1.11 -0.82 -4.38  0.00
H 2.33 -3.14 -1.84  0.00
H 2.76 -2.03 -3.14  0.00
H 2.23 -3.67 -3.52  0.00
O -3.43 0.01 -1.67  0.00
B -2.02 0.22 -1.54  -0.05
O -1.61 0.97 -2.73  0.00
C -2.74 1.17 -3.47  -0.01
C -2.86 1.81 -4.68  0.00
C -4.14 1.87 -5.24  0.00
C -5.23 1.30 -4.60  0.00
C -5.09 0.64 -3.38  0.00
C -3.83 0.59 -2.83  0.01
H -2.00 2.24 -5.17  0.00
H -4.28 2.37 -6.19  0.00
H -6.21 1.36 -5.06  0.00
H -5.93 0.19 -2.87  0.00



> What is the formula in the fourth record?

C41H46B2N4O7V



> What is the net charge in the second record?

-2